Entry 1:
Entry from the OMol25 dataset: C46H51N7O7Sr as an isolated structure in a non-equilibrium geometry (ωB97M-V/def2-TZVPD).

## Properties
energy: -74113.6020 eV
total charge: +2
HOMO level: -12.00 eV

Geometry as XYZ:
```
112
C46H51N7O7Sr (ωB97M-V/def2-TZVPD)
O -0.46 0.34 0.40
H 4.05 -1.49 4.48
H -1.50 -1.47 1.59
H 0.16 1.44 -6.92
C -0.77 -1.48 -3.55
C -0.26 -5.86 2.48
H -1.71 1.87 2.58
O 0.45 -1.56 -1.54
C 1.50 4.80 -2.04
C -1.66 2.96 4.44
H 4.00 -0.39 5.87
H 0.18 -8.49 2.52
H 0.69 2.54 0.40
N 2.98 -2.38 0.50
H 1.79 1.06 -4.92
C 4.28 -1.76 0.16
C 0.28 -1.03 -2.66
H 3.57 -0.08 1.33
C 0.54 3.50 5.15
H 2.14 4.51 0.00
O 2.40 -0.07 3.03
N -2.30 2.45 -3.74
C 0.00 0.36 -6.85
C 0.46 -3.63 1.63
N 0.22 2.31 3.11
C -5.02 1.12 -1.64
H 3.72 -4.29 0.47
H -3.08 -3.35 -2.08
H 2.58 -1.38 5.44
C 1.65 -4.33 1.15
C 1.20 -0.06 -3.23
H 0.65 4.82 -4.00
O 0.34 -2.38 1.58
C -3.21 2.33 -2.64
C -0.79 -1.06 -4.91
C 2.51 2.69 3.81
N -2.43 -2.94 2.78
C 0.82 -6.50 1.96
H -2.20 5.05 0.12
C 1.06 -7.98 2.14
H 3.86 1.71 -0.34
C 0.06 -0.11 -5.41
H 5.09 -2.27 0.70
H -0.96 0.13 -7.30
H 2.14 5.65 -2.22
H -5.71 0.28 -1.65
H 0.77 -0.11 -7.46
H -4.27 3.91 0.14
H -2.89 -0.92 -0.93
C -4.08 1.25 -2.64
C -2.46 -1.97 1.67
N -2.40 -2.60 -2.07
H 1.23 3.95 5.86
C 2.86 -3.63 0.64
H -0.78 3.09 -4.84
C -5.08 2.08 -0.63
H -4.00 0.51 -3.43
H 1.35 -8.45 1.19
H -1.78 6.16 -1.20
H 3.40 1.68 5.44
H -3.48 5.87 -0.81
H -1.56 -1.48 -5.56
H -2.08 -4.69 3.68
C -1.10 2.35 3.33
H 2.67 -6.16 0.93
H -2.21 -3.62 0.32
C -0.50 -4.47 2.30
Sr 1.41 -0.67 0.50
H -3.22 -1.24 1.91
C 1.06 0.35 -4.53
H -2.21 -2.97 -4.03
H -3.83 -2.92 0.28
H -2.71 2.16 -4.62
H 2.72 2.58 2.75
H -1.27 -1.53 -0.67
O -2.46 4.37 -1.83
C 1.49 4.15 -0.79
H 1.88 -8.16 2.85
C -0.20 3.26 -2.78
C 2.40 0.38 -2.52
C 2.89 0.25 4.11
O -0.92 1.49 -1.48
H -1.23 4.06 6.23
H -2.74 2.97 4.57
H 4.68 0.64 -1.47
H 5.26 0.06 0.86
C -1.11 2.92 -3.82
C 4.28 -0.24 0.50
C -2.30 -1.83 -0.82
C -1.68 -4.01 2.93
C 0.68 4.33 -3.03
N 3.04 1.53 4.51
C 0.69 3.05 -0.55
C -0.16 2.60 -1.56
C -0.83 3.56 5.36
H 3.04 3.56 4.20
H -3.19 -2.88 3.43
C -2.77 -2.68 0.35
N 2.59 0.32 -1.27
H 4.49 -1.90 -0.91
H -5.81 1.99 0.16
O -1.37 1.26 -0.06
C -3.28 3.32 -1.67
C 3.42 -0.80 5.05
C -2.49 5.42 -0.86
C 1.77 -5.69 1.30
C 3.91 0.68 -0.70
C -4.22 3.17 -0.64
C -1.80 -2.38 -3.21
H 3.20 0.78 -3.16
C 1.02 2.86 4.02
H -1.00 -6.44 3.02
```

---

Entry 2:
Entry from the OMol25 dataset: C46H52BN13OPb as an isolated structure (ωB97M-V/def2-TZVPD).

## Properties
energy: -75865.6137 eV
expectation value of S²: 0.767
total charge: +3
energy above the lowest of the compared OMol25 structures with the same formula, charge and spin: 4.5 kcal per mole
2S+1: 2
HOMO level (spin up / spin down): -15.65 / -15.65 eV

Geometry as XYZ:
```
114
C46H52BN13OPb (ωB97M-V/def2-TZVPD)
H 5.75 -2.75 -1.09
H -5.24 -4.35 -0.63
H 1.25 0.12 5.19
H 3.24 4.39 0.76
H 3.08 3.41 -0.71
H -1.21 5.44 -0.91
H 3.91 -6.85 0.69
C 2.60 -6.78 -2.43
H 3.08 5.17 -0.82
H -3.77 -4.39 -2.63
C -0.03 1.53 4.08
C 2.11 -0.21 -0.09
H -2.85 -0.99 -1.77
C -2.54 -2.74 0.68
C -2.19 -3.33 -1.64
C -2.08 -2.19 2.00
C 3.43 -7.13 -1.37
H 1.01 4.21 -3.39
N 0.03 0.43 2.17
C 1.47 -5.24 -0.97
H -1.85 -1.13 1.94
H -2.86 -2.31 2.75
H 2.61 2.39 -3.21
N -0.32 3.65 1.47
C 0.76 0.42 4.28
Pb -0.02 0.06 -0.23
H -1.54 -3.36 -2.51
H -4.45 6.43 4.72
O -0.18 2.95 -0.75
H 4.41 -3.71 -0.49
C 0.71 1.43 -4.75
B -1.30 2.58 2.12
C 2.28 -5.59 0.11
H -1.27 4.80 -2.56
H -3.08 0.43 -2.81
H 2.47 -3.32 -1.20
N 0.55 3.18 0.48
H -1.02 -1.31 -2.83
H 4.20 -7.88 -1.52
C 3.27 -6.55 -0.13
C 0.80 5.47 0.82
H 2.70 -7.25 -3.39
H 5.91 -0.68 -0.08
H -5.40 5.93 3.33
C 2.11 -5.00 1.48
N -0.48 1.51 2.81
C -0.02 0.50 -5.47
C -3.12 0.88 -0.73
H -4.67 3.46 5.21
C 2.75 4.32 -0.22
H 2.54 -1.37 2.67
N 0.42 -4.27 -0.79
N -2.19 3.27 3.11
C 0.77 1.36 -3.36
C 4.04 -1.58 -0.57
H -0.53 -4.60 -0.82
H -5.02 1.98 -0.67
C 4.83 -0.55 -0.07
N 1.88 -2.54 -0.93
C 0.60 -2.95 -0.71
H -0.31 2.32 4.76
C -3.81 -3.32 0.58
N 1.13 3.68 -2.54
C -3.44 -3.92 -1.71
N -1.99 0.97 0.03
C 1.68 2.35 -2.65
C -4.26 -3.90 -0.59
N -0.43 -2.12 -0.46
C -3.91 3.59 4.45
C 1.25 4.39 -0.08
H 2.47 1.67 0.88
N -2.64 4.54 2.85
H -4.44 -3.33 1.46
C -3.41 2.48 0.75
H 1.18 6.48 0.83
N -2.19 1.98 0.95
C -3.66 4.75 3.67
C 2.92 0.78 0.46
H -3.87 6.78 3.08
H 2.75 -4.12 1.63
H -0.06 0.55 -6.55
N 0.10 0.41 -2.69
H 1.94 1.97 -1.66
H 4.93 1.36 0.89
C 4.29 0.60 0.47
C -0.65 -0.52 -4.78
C -4.03 1.82 -0.29
C 1.61 -5.82 -2.22
H 2.38 -5.73 2.24
C 4.67 -2.84 -1.09
C 0.41 4.12 -1.43
H 1.27 2.20 -5.26
H 0.95 -5.53 -3.03
H -0.61 5.42 2.54
C -1.74 -2.73 -0.46
C -4.38 6.05 3.70
H -1.20 -1.30 -5.28
C 0.76 -0.25 3.05
H 1.10 -1.99 1.84
C 1.46 -1.53 2.75
H -1.19 -2.71 2.35
C -0.56 -0.52 -3.40
C -0.10 4.94 1.72
H 4.36 -3.04 -2.13
H -4.42 -0.26 -1.91
H 1.08 -4.70 1.66
H -3.78 3.28 1.37
H 1.29 -2.24 3.57
C -2.98 2.68 4.06
H -0.11 6.07 -2.14
C -3.36 -0.04 -1.87
C 2.64 -1.41 -0.55
H -2.81 1.66 4.37
C -0.61 5.17 -1.78
```

---

Entry 3:
Entry from the OMol25 dataset: C46H53AsKN9O3S as an isolated structure in a non-equilibrium geometry (ωB97M-V/def2-TZVPD).

## Properties
energy: -156089.4413 eV
total charge: -2
energy above the lowest of the compared OMol25 structures with the same formula, charge and spin: 458.6 kcal per mole
HOMO level: -2.46 eV

Geometry as XYZ:
```
114
C46H53AsKN9O3S (ωB97M-V/def2-TZVPD)
H 4.52 -4.44 4.54
C -8.16 1.02 1.39
H -5.36 1.86 -3.54
C 2.70 -0.96 -0.89
H 7.06 -4.43 3.49
H -9.83 0.60 -7.82
H 7.26 1.93 0.29
C -8.53 1.13 -3.39
C 4.14 -3.89 2.48
C -4.70 1.45 -2.64
C -8.28 1.79 2.63
C 3.53 -2.42 0.73
H 2.79 5.48 -2.43
C 7.62 -2.86 2.18
N 2.17 8.63 -1.05
C 9.72 -2.53 3.58
C 7.98 1.61 -0.42
H 11.15 5.53 10.38
H -8.96 2.81 4.30
C 2.38 -4.59 3.84
C -4.23 -1.94 -0.95
H -10.46 2.07 -7.90
H -5.80 -3.46 0.03
H 11.48 4.88 8.79
C 11.22 -3.60 1.46
H 11.53 -2.50 4.66
N 3.51 6.55 -0.77
C -8.20 -1.39 -3.73
N 6.69 -3.56 3.01
H 4.08 6.45 0.04
H -10.94 3.51 -2.91
C -6.35 0.01 -1.24
H -11.48 0.72 0.92
C -4.13 -0.76 -1.61
O 8.51 0.43 0.10
H -9.23 4.48 -2.75
H -7.31 1.37 0.86
H -9.56 3.17 -1.46
H 4.11 0.52 -1.67
C 13.85 -2.40 2.80
N 1.84 -3.82 1.75
C -9.38 2.29 -3.86
H 14.73 -2.78 3.20
H 7.41 1.47 -1.38
H -3.78 -4.08 -0.68
As -7.78 1.32 -1.53
H 1.87 -0.61 -1.51
H -4.19 1.15 -3.63
N 7.12 -2.12 1.21
H -7.96 -3.24 -0.73
H -2.75 -0.89 -2.11
H 11.85 -3.86 0.71
H -11.51 2.51 2.61
C 11.78 -3.36 2.72
H -2.56 -3.15 -1.47
C 9.83 -3.48 1.32
C -9.88 3.31 -2.81
H 1.71 8.78 -1.99
C -9.16 0.79 0.73
C -3.28 -3.06 -0.79
H -11.32 0.79 -7.41
C -6.60 -1.42 -0.61
C 11.10 -2.79 3.74
K -0.69 -3.13 1.27
C 9.07 -2.98 2.42
H 2.08 -4.77 4.88
C -10.57 1.11 1.50
H -3.80 2.03 -1.92
C 3.84 -4.39 3.68
S 5.06 8.41 -0.85
H -2.58 -3.15 0.26
H -10.63 3.28 -5.41
C 3.94 -0.36 -1.00
H 8.71 2.47 -0.42
N 2.44 -1.88 -0.01
C -5.51 -2.28 -0.48
C 5.52 -3.39 2.21
H -6.92 -1.92 -3.24
C 4.79 -1.94 0.42
C -8.50 0.01 -4.17
N 2.75 5.49 -1.40
C -9.46 2.16 3.41
C 5.80 -2.49 1.26
H 3.19 4.74 -0.95
H -8.74 -1.52 -2.81
H 8.67 -0.35 -0.61
O 8.60 -1.97 -1.32
H 1.39 7.86 -0.70
H -8.17 -2.27 0.87
H -7.46 2.21 2.91
C 3.15 -3.53 1.61
H 6.11 -0.72 -0.82
C 5.07 -0.92 -0.38
N 11.54 4.74 9.82
C -10.54 2.03 2.63
C -10.46 1.18 -7.33
H 9.42 -3.37 0.39
N -9.18 0.42 -0.62
C -5.08 0.26 -1.81
H 14.00 -2.12 1.77
H -8.79 -1.60 -1.04
H 8.90 -2.02 -2.21
C -7.96 -2.19 -0.45
H 9.17 -2.07 4.38
H -9.27 -0.95 -5.94
C -9.03 0.02 -5.42
C -9.66 1.10 -5.99
O 13.10 -3.58 2.90
C 3.47 7.87 -0.96
H -8.17 -2.18 -4.42
C -9.86 2.37 -5.10
H 10.76 4.05 10.00
C 1.38 -4.29 2.93
H 13.50 -1.53 3.41
```